# C51H87GaGeN5P4

A molecular structure, C51H87GaGeN5P4 (wB97M-V/def2-TZVPD, the OMol25 dataset).

Summary:
HOMO-LUMO gap (alpha / beta) ... 0.2613 / 0.2215 Eh
HOMO energy (alpha / beta) ... -11.7 / -12.3 eV
Energy relative to the best compared isomer or geometry (same formula, charge and spin) ... 11.55 kcal/mol
Lowest unoccupied orbital energy (alpha / beta) ... -4.6060 / -6.2767 eV

ORCA input file:
```
! RIJCOSX wB97M-V def2-TZVPD def2/J DEFGRID3
* xyz 2 2
Ge -0.18 -2.22 1.19
Ga 0.00 0.68 -0.50
P -0.82 0.99 1.99
P 0.64 3.63 -1.69
P 2.04 -0.83 -0.80
P -1.88 -0.90 -1.27
N 1.64 -2.82 1.11
N -0.91 -1.70 2.90
N -0.25 -4.12 2.27
N -1.28 -3.28 0.04
N 0.71 2.29 -0.84
C -0.83 2.88 -3.90
C -0.87 4.67 -1.24
C -1.62 -2.69 3.56
C -0.09 -6.47 1.37
C -1.04 -4.66 0.08
C -3.38 2.25 1.81
C -0.44 -5.14 1.24
C 1.00 4.47 -4.42
C -0.39 -7.36 0.35
C -0.64 5.15 0.20
C -2.28 2.37 4.02
C -3.45 -1.68 -3.50
C -1.03 -6.90 -0.79
C 3.64 -4.41 3.82
C 1.74 0.35 2.79
C -1.12 5.89 -2.14
C 0.61 3.28 -3.54
C 3.53 0.24 -1.02
C 0.83 1.58 2.57
C -1.34 -5.55 -0.94
C -1.36 -0.34 3.14
C -4.00 -1.55 0.53
C -1.20 -0.69 -3.98
C 4.85 -0.51 -1.15
C -3.03 -4.84 4.70
C 1.42 -3.27 -2.09
C 2.66 -2.02 0.45
C 3.38 3.84 -1.94
C 3.62 1.22 0.16
C 1.31 -4.91 4.08
C -2.07 -5.07 3.73
C -2.59 -2.47 4.55
C -1.35 -4.01 3.21
C -2.12 3.79 -1.24
C -3.26 -3.54 5.12
C 0.89 2.49 3.80
C -2.40 -0.66 -3.03
C 2.84 -1.69 -3.42
C -1.80 -2.74 -1.20
C 2.46 4.46 0.28
C 2.21 6.04 -1.65
C -2.02 2.33 2.51
C -3.31 -0.40 -0.20
C 2.21 4.56 -1.23
C -4.32 0.48 -0.94
C 2.62 -5.01 4.54
C 1.74 -1.80 -2.36
C 1.52 2.08 -3.85
C 3.36 -3.66 2.69
C 2.05 -3.55 2.23
C 1.05 -4.22 2.92
H 1.20 2.14 1.71
H -2.54 3.65 -2.23
H 2.57 2.34 -3.87
H -4.58 -2.17 -0.16
H -1.50 3.75 -3.91
H -0.30 4.33 0.84
H 3.51 4.72 0.47
H 3.22 6.44 -1.48
H -5.09 0.81 -0.23
H 2.29 3.45 0.65
H -1.52 3.25 2.20
H 4.18 -3.18 2.15
H 1.85 5.15 0.86
H 2.33 -3.83 -1.84
H 0.73 -3.42 -1.27
H -3.99 -3.35 5.90
H 1.36 -0.28 3.59
H -1.90 2.81 -0.81
H 5.65 0.23 -1.25
H -1.58 5.54 0.60
H -1.21 -3.04 -2.07
H 3.24 -1.42 1.16
H -1.23 2.14 -3.21
H -2.83 -3.07 -1.36
H -1.87 -6.08 3.38
H -2.83 0.22 0.55
H 1.00 -3.72 -2.99
H 3.40 4.03 -3.01
H -0.42 0.00 -3.68
H 4.32 4.23 -1.53
H 5.07 -1.10 -0.25
H 0.50 -5.38 4.63
H 0.09 5.96 0.26
H 2.06 4.74 -4.32
H -1.43 5.60 -3.15
H 4.01 0.72 1.05
H -4.84 -0.08 -1.73
H 3.35 2.77 -1.76
H -4.31 -1.75 -2.84
H -3.90 1.32 2.08
H -2.80 -1.46 4.89
H -0.14 -8.41 0.46
H 3.36 -2.67 -0.09
H -0.25 6.54 -2.23
H 1.53 6.64 -1.06
H -2.99 1.58 4.31
H -4.70 -1.14 1.26
H 0.85 -1.32 -2.77
H 0.26 3.37 3.70
H -3.30 -2.19 1.07
H -1.40 2.28 4.63
H -3.31 2.31 0.73
H -2.76 3.32 4.25
H 4.91 -1.16 -2.02
H -1.93 6.48 -1.71
H 1.26 1.69 -4.84
H 4.67 -4.51 4.16
H 0.61 1.95 4.71
H -2.46 -0.28 3.11
H -4.00 3.07 2.15
H 2.66 1.67 0.39
H 2.84 -5.58 5.44
H 2.74 0.68 3.06
H -0.78 -1.70 -4.03
H 3.33 0.81 -1.93
H -1.29 -7.60 -1.58
H 0.84 4.20 -5.47
H -1.52 -0.43 -4.99
H 2.45 -2.10 -4.36
H -2.84 0.34 -3.06
H 1.98 6.18 -2.71
H -2.88 4.27 -0.62
H 0.40 5.36 -4.22
H -1.04 -0.01 4.14
H 0.41 -6.81 2.27
H -3.87 1.36 -1.39
H -3.58 -5.66 5.12
H 1.38 1.28 -3.12
H 3.71 -2.28 -3.15
H -3.02 -2.67 -3.62
H 1.80 -0.26 1.89
H -3.82 -1.37 -4.49
H 1.92 2.82 3.93
H 4.32 2.02 -0.09
H -1.82 -5.21 -1.85
H 3.15 -0.66 -3.62
H -0.85 2.46 -4.91
*
```